Record 1
# C3H9NO

A 2-piece molecular cluster, C3H9NO overall (ωB97M-V with the def2-TZVPD basis set, the Open Molecules 2025 dataset).

Atoms and positions in Å:
C: -1.413 1.402 1.209
O: -2.245 2.022 1.801
H: -0.513 1.029 1.701
H: -1.426 1.113 0.142
C: 2.126 -1.041 -1.665
C: 1.232 -0.626 -0.535
N: -0.044 -1.386 -0.493
H: 1.621 -0.902 -2.620
H: 3.005 -0.377 -1.732
H: 2.487 -2.065 -1.567
H: 1.718 -0.751 0.426
H: 0.976 0.431 -0.589
H: -0.074 -1.969 -1.321
H: 0.005 -2.069 0.260

* highest occupied orbital energy: -9.754 eV
* orbital gap: 10.62 eV
* SMILES: C=O.CCN
* relative energy (zero: lowest compared OMol25 entry of this formula, charge and spin): 160.4 kJ/mol

---

Record 2
# C20H34BrCl13N3O4

A 5-piece molecular cluster, C20H34BrCl13N3O4 overall (ωB97M-V with the def2-TZVPD basis set, the Open Molecules 2025 dataset).

Atoms and positions in Å:
C: -2.372 6.588 2.554
C: -2.550 5.163 3.048
O: -2.965 4.353 1.949
C: -3.303 3.034 2.299
C: -2.260 2.043 1.805
N: -2.170 2.144 0.336
C: -1.140 1.483 -0.267
N: -0.741 1.880 -1.443
C: -1.219 3.045 -2.199
C: -0.063 4.021 -2.431
C: -0.506 5.467 -2.565
Cl: -1.386 5.998 -1.114
N: -0.523 0.393 0.360
C: -0.632 -0.882 -0.392
C: 0.502 -1.225 -1.373
C: 1.615 -2.102 -0.778
C: 1.171 -3.535 -0.648
O: 0.067 -3.863 -0.273
O: 2.119 -4.392 -1.004
C: 2.022 -5.767 -0.529
C: 3.432 -6.311 -0.533
C: 0.765 0.695 0.970
C: 1.038 -0.230 2.137
O: 0.352 -1.125 2.489
Br: 2.690 0.230 3.023
H: -2.682 7.303 3.316
H: -1.335 6.806 2.301
H: -2.980 6.753 1.666
H: -1.604 4.778 3.449
H: -3.295 5.113 3.848
H: -4.270 2.802 1.839
H: -3.408 2.921 3.382
H: -1.292 2.306 2.229
H: -2.544 1.035 2.116
H: -3.064 1.937 -0.102
H: -0.018 1.327 -1.884
H: -2.040 3.506 -1.659
H: -1.604 2.669 -3.149
H: 0.519 3.729 -3.308
H: 0.606 3.960 -1.572
H: 0.373 6.102 -2.659
H: -1.129 5.635 -3.442
H: -1.587 -0.848 -0.920
H: -0.727 -1.686 0.335
H: 0.976 -0.338 -1.805
H: 0.058 -1.775 -2.204
H: 1.941 -1.760 0.207
H: 2.497 -2.071 -1.419
H: 1.391 -6.314 -1.230
H: 1.547 -5.773 0.451
H: 3.415 -7.398 -0.480
H: 4.026 -5.922 0.292
H: 3.899 -6.005 -1.469
H: 0.752 1.704 1.388
H: 1.616 0.662 0.279
C: -1.558 -6.360 0.660
Cl: -0.928 -7.300 2.016
Cl: -1.546 -7.300 -0.830
Cl: -3.184 -5.769 1.021
H: -0.914 -5.502 0.517
C: 3.444 -4.625 -4.047
Cl: 3.424 -2.855 -4.134
Cl: 2.661 -5.335 -5.451
Cl: 5.089 -5.227 -3.852
H: 2.881 -4.901 -3.166
C: -2.833 -4.460 4.420
Cl: -2.164 -5.281 5.824
Cl: -4.521 -4.024 4.676
Cl: -1.871 -3.034 4.006
H: -2.789 -5.134 3.576
C: 4.241 5.788 -2.007
Cl: 5.244 5.661 -3.439
Cl: 3.208 7.211 -2.061
Cl: 3.252 4.322 -1.806
H: 4.882 5.865 -1.139

* highest occupied orbital energy: -12.480 eV
* total charge: +1
* orbital gap: 9.11 eV
* relative energy (zero: lowest compared OMol25 entry of this formula, charge and spin): 0.0 kJ/mol

---

Record 3
# C29H60ClN3O8PS

A 5-piece molecular cluster, C29H60ClN3O8PS overall (ωB97M-V with the def2-TZVPD basis set, the Open Molecules 2025 dataset).

Atoms and positions in Å:
C: -0.635 1.933 -0.229
N: -0.660 2.085 -1.694
C: 0.382 1.455 -2.348
N: 1.744 1.660 -2.077
Cl: 2.307 0.526 -0.898
C: 2.128 3.058 -1.768
C: 3.432 3.450 -2.439
C: 4.585 2.499 -2.147
C: 5.953 3.050 -2.505
C: 7.029 2.006 -2.245
O: 7.480 2.058 -0.894
C: 7.151 0.984 -0.118
C: 6.399 1.302 1.143
O: 7.467 -0.175 -0.413
N: 0.081 0.592 -3.270
C: 1.081 -0.143 -4.053
C: 1.543 -1.449 -3.361
C: 1.012 -2.690 -4.129
C: 3.078 -1.523 -3.298
P: -1.625 0.131 -3.553
O: -1.661 -0.585 -4.955
O: -2.481 1.423 -3.823
S: -2.170 -0.955 -2.086
H: -1.606 2.131 0.198
H: 0.112 2.541 0.269
H: -0.399 0.903 0.002
H: -0.780 3.046 -1.981
H: 2.167 3.210 -0.695
H: 1.360 3.693 -2.198
H: 3.670 4.444 -2.072
H: 3.288 3.529 -3.513
H: 4.556 2.250 -1.089
H: 4.411 1.564 -2.675
H: 5.990 3.322 -3.556
H: 6.145 3.931 -1.903
H: 6.600 1.026 -2.441
H: 7.861 2.108 -2.930
H: 6.581 0.512 1.856
H: 6.709 2.244 1.581
H: 5.334 1.332 0.939
H: 1.943 0.479 -4.251
H: 0.667 -0.400 -5.016
H: 1.120 -1.519 -2.367
H: 1.745 -3.480 -4.065
H: 0.127 -3.073 -3.628
H: 0.789 -2.453 -5.164
H: 3.524 -0.532 -3.294
H: 3.396 -2.000 -2.381
H: 3.453 -2.067 -4.154
H: -1.210 -1.439 -4.909
H: -2.003 2.126 -4.280
C: -7.238 1.447 -3.972
C: -6.131 0.398 -4.040
C: -5.837 0.164 -2.564
O: -7.064 0.381 -1.869
C: -8.016 0.993 -2.744
H: -7.855 1.495 -4.868
H: -6.808 2.437 -3.801
H: -6.510 -0.517 -4.499
H: -5.253 0.720 -4.600
H: -5.095 0.878 -2.187
H: -5.478 -0.845 -2.359
H: -8.774 0.249 -3.008
H: -8.506 1.815 -2.222
C: -1.475 2.676 5.251
C: 0.023 2.487 5.021
C: 0.040 1.774 3.676
O: -1.105 2.241 2.954
C: -1.972 2.962 3.842
H: -1.714 3.474 5.951
H: -1.915 1.750 5.625
H: 0.514 3.459 4.940
H: 0.520 1.920 5.805
H: -0.046 0.690 3.800
H: 0.942 1.986 3.096
H: -1.902 4.029 3.604
H: -3.000 2.638 3.680
C: -1.435 -2.979 1.023
C: -0.977 -4.070 1.987
C: 0.087 -4.783 1.164
O: 0.671 -3.788 0.310
C: -0.127 -2.607 0.342
H: -1.914 -2.131 1.513
H: -2.137 -3.390 0.292
H: -0.533 -3.621 2.875
H: -1.776 -4.732 2.312
H: -0.351 -5.564 0.534
H: 0.868 -5.232 1.776
H: 0.414 -1.840 0.914
H: -0.271 -2.244 -0.676
C: -1.110 -2.717 7.302
C: -2.502 -3.343 7.318
C: -2.754 -3.573 5.835
O: -1.475 -3.818 5.240
C: -0.440 -3.484 6.171
H: -0.576 -2.807 8.247
H: -1.180 -1.656 7.050
H: -2.476 -4.297 7.849
H: -3.261 -2.716 7.783
H: -3.192 -2.686 5.364
H: -3.407 -4.425 5.642
H: 0.012 -4.413 6.535
H: 0.329 -2.903 5.659

* highest occupied orbital energy: -11.028 eV
* total charge: +1
* orbital gap: 6.65 eV

---

Record 4
# C5H10HgO3

C5H10HgO3 as an isolated structure (ωB97M-V with the def2-TZVPD basis set, the Open Molecules 2025 dataset).

Atoms and positions in Å:
O: -1.085 0.227 3.169
C: 1.139 -2.468 1.558
C: 1.200 -1.948 0.329
O: 0.093 -1.404 -0.246
C: 0.281 -0.625 -1.433
C: -0.645 0.564 -1.348
O: -0.407 1.216 -0.099
C: -0.862 2.568 -0.048
Hg: -0.377 0.063 1.557
H: 0.198 -2.839 1.971
H: 2.027 -2.433 2.187
H: 2.149 -1.623 -0.107
H: 0.015 -1.256 -2.289
H: 1.315 -0.272 -1.548
H: -1.700 0.258 -1.410
H: -0.420 1.258 -2.170
H: -0.714 2.922 0.978
H: -0.276 3.175 -0.750
H: -1.930 2.618 -0.301

* highest occupied orbital energy: -7.024 eV
* orbital gap: 7.36 eV
* relative energy (zero: lowest compared OMol25 entry of this formula, charge and spin): 80.8 kJ/mol

---

Record 5
# C26H38BClMgN10O

C26H38BClMgN10O as an isolated structure (ωB97M-V with the def2-TZVPD basis set, the Open Molecules 2025 dataset).

Atoms and positions in Å:
Mg: 0.076 -0.172 -0.568
C: -0.770 3.487 -0.832
C: 0.297 3.051 0.119
C: 1.195 3.852 0.831
C: 1.949 2.977 1.590
C: 3.041 3.297 2.560
N: 1.514 1.732 1.324
N: 0.479 1.770 0.427
B: 2.002 0.355 1.845
N: 0.774 -0.453 2.322
N: -0.194 -0.869 1.442
C: -1.035 -1.622 2.143
C: -2.228 -2.275 1.523
C: -0.611 -1.711 3.478
C: 0.544 -0.964 3.545
C: 1.426 -0.697 4.721
N: 2.741 -0.457 0.711
N: 2.199 -1.620 0.215
C: 3.192 -2.280 -0.357
C: 2.977 -3.649 -0.921
C: 4.392 -1.550 -0.264
C: 4.065 -0.408 0.429
C: 4.929 0.738 0.831
H: -0.574 4.504 -1.171
H: -1.750 3.476 -0.349
H: -0.795 2.836 -1.708
H: 1.279 4.927 0.803
H: 2.977 4.349 2.831
H: 4.028 3.122 2.133
H: 2.963 2.699 3.467
H: 2.755 0.529 2.766
H: -2.564 -1.713 0.653
H: -3.050 -2.330 2.238
H: -1.993 -3.297 1.216
H: -1.087 -2.247 4.284
H: 0.973 -1.120 5.616
H: 1.568 0.372 4.878
H: 2.413 -1.143 4.590
H: 1.912 -3.871 -0.992
H: 3.428 -4.396 -0.265
H: 3.432 -3.758 -1.907
H: 5.365 -1.818 -0.648
H: 5.963 0.531 0.562
H: 4.880 0.912 1.907
H: 4.622 1.657 0.327
Cl: 2.085 -3.517 -4.822
C: 0.825 -3.382 -3.643
C: -0.121 -4.378 -3.509
C: -1.101 -4.216 -2.545
C: -1.086 -3.075 -1.764
N: -0.164 -2.117 -1.890
C: 0.782 -2.267 -2.824
H: -0.092 -5.251 -4.148
H: -1.873 -4.960 -2.405
H: -1.845 -2.912 -1.011
H: 1.508 -1.472 -2.941
C: -2.839 0.310 -3.255
N: -3.344 1.150 -2.169
C: -3.755 2.483 -2.591
C: -2.909 0.887 -0.905
O: -1.983 0.073 -0.720
N: -3.528 1.483 0.140
C: -2.907 1.427 1.458
C: -4.916 1.915 0.104
H: -3.595 0.270 -4.040
H: -2.647 -0.694 -2.891
H: -1.906 0.709 -3.661
H: -3.100 2.808 -3.401
H: -3.652 3.199 -1.782
H: -4.785 2.498 -2.952
H: -1.868 1.125 1.370
H: -3.434 0.718 2.101
H: -2.949 2.416 1.919
H: -5.443 1.436 -0.719
H: -5.027 2.997 0.013
H: -5.390 1.609 1.037
N: 0.770 1.210 -3.478
C: 0.591 0.763 -2.423

* highest occupied orbital energy: -8.382 eV
* orbital gap: 8.86 eV
* relative energy (zero: lowest compared OMol25 entry of this formula, charge and spin): 29.1 kJ/mol

---

Record 6
# C51H78BF4IrN3O3

C51H78BF4IrN3O3 as an isolated structure (ωB97M-V with the def2-TZVPD basis set, the Open Molecules 2025 dataset).

Atoms and positions in Å:
Ir: -0.681 0.078 0.243
C: 2.527 6.676 3.062
C: 2.071 5.702 4.159
C: 0.846 6.303 4.852
C: 3.177 5.561 5.215
C: 1.786 4.354 3.522
C: 0.542 3.736 3.571
C: 0.301 2.545 2.922
C: -1.051 1.906 3.012
N: -1.813 1.940 1.758
C: -3.163 1.461 1.999
C: -3.914 1.150 0.703
N: -3.146 0.321 -0.226
C: -2.986 0.922 -1.560
C: -2.170 2.229 -1.652
N: -0.874 2.218 -0.958
C: -0.779 3.319 0.005
C: -1.795 3.259 1.143
C: 0.290 2.361 -1.852
C: 0.730 1.263 -2.793
C: 1.075 1.650 -4.066
C: 1.762 0.803 -4.937
C: 1.960 -0.507 -4.514
C: 1.639 -0.966 -3.252
C: 1.131 -0.025 -2.287
O: 1.124 -0.253 -1.042
C: 1.866 -2.445 -2.967
C: 1.053 -3.249 -4.001
C: 3.359 -2.786 -3.121
C: 1.431 -2.894 -1.573
C: 2.389 1.358 -6.202
C: 3.582 2.221 -5.752
C: 1.398 2.222 -6.991
C: 2.927 0.260 -7.124
C: -3.730 -1.016 -0.357
C: -3.368 -2.132 0.609
C: -4.007 -3.338 0.367
C: -3.639 -4.511 1.006
C: -2.606 -4.438 1.943
C: -1.931 -3.278 2.231
C: -2.318 -2.070 1.561
O: -1.741 -0.959 1.852
C: -0.776 -3.229 3.220
C: -0.506 -4.588 3.880
C: 0.506 -2.795 2.491
C: -1.122 -2.242 4.344
C: -4.291 -5.856 0.733
C: -5.135 -6.236 1.959
C: -5.199 -5.825 -0.497
C: -3.214 -6.923 0.489
C: 1.320 1.882 2.168
O: 1.066 0.820 1.516
C: 2.636 2.471 2.205
C: 2.804 3.678 2.845
C: 3.799 1.742 1.554
C: 3.596 1.698 0.033
C: 3.860 0.312 2.106
C: 5.150 2.411 1.837
H: 2.765 7.643 3.497
H: 1.736 6.812 2.326
H: 3.410 6.308 2.545
H: 1.107 7.274 5.267
H: 0.512 5.668 5.668
H: 0.029 6.447 4.151
H: 3.337 6.516 5.710
H: 4.118 5.246 4.775
H: 2.888 4.828 5.966
H: -0.265 4.176 4.137
H: -1.632 2.401 3.811
H: -0.925 0.852 3.263
H: -3.746 2.189 2.590
H: -3.080 0.541 2.578
H: -4.210 2.075 0.200
H: -4.838 0.635 0.986
H: -3.972 1.130 -2.015
H: -2.474 0.187 -2.179
H: -2.769 3.061 -1.272
H: -2.014 2.408 -2.723
H: -0.880 4.288 -0.513
H: 0.215 3.279 0.453
H: -2.793 3.519 0.787
H: -1.513 4.026 1.875
H: 1.147 2.525 -1.194
H: 0.152 3.275 -2.454
H: 0.861 2.663 -4.374
H: 2.406 -1.201 -5.205
H: 1.485 -3.185 -4.997
H: 0.033 -2.878 -4.038
H: 1.026 -4.297 -3.711
H: 3.740 -2.511 -4.101
H: 3.502 -3.857 -2.993
H: 3.940 -2.266 -2.363
H: 0.383 -2.675 -1.413
H: 2.010 -2.396 -0.802
H: 1.571 -3.971 -1.478
H: 3.251 3.043 -5.122
H: 4.104 2.632 -6.612
H: 4.280 1.615 -5.179
H: 1.071 3.082 -6.413
H: 0.522 1.638 -7.265
H: 1.868 2.592 -7.899
H: 3.730 -0.290 -6.640
H: 3.334 0.706 -8.029
H: 2.140 -0.432 -7.408
H: -3.410 -1.405 -1.322
H: -4.829 -0.941 -0.394
H: -4.781 -3.348 -0.385
H: -2.319 -5.344 2.447
H: -0.222 -5.338 3.144
H: -1.379 -4.937 4.428
H: 0.315 -4.481 4.587
H: 0.790 -3.550 1.762
H: 1.318 -2.670 3.205
H: 0.368 -1.851 1.964
H: -2.036 -2.553 4.848
H: -1.270 -1.247 3.939
H: -0.315 -2.207 5.070
H: -5.910 -5.493 2.127
H: -4.520 -6.291 2.854
H: -5.605 -7.204 1.803
H: -6.027 -5.135 -0.360
H: -5.613 -6.815 -0.670
H: -4.634 -5.532 -1.378
H: -2.597 -7.088 1.368
H: -2.571 -6.618 -0.333
H: -3.684 -7.870 0.231
H: 3.781 4.132 2.844
H: 2.736 1.082 -0.211
H: 4.474 1.266 -0.444
H: 3.453 2.705 -0.362
H: 2.930 -0.208 1.902
H: 4.029 0.332 3.181
H: 4.672 -0.236 1.634
H: 5.205 3.399 1.381
H: 5.943 1.800 1.409
H: 5.334 2.499 2.906
F: -2.226 -3.800 -2.955
B: -2.898 -2.752 -3.310
F: -2.375 -1.806 -4.034
F: -4.196 -2.733 -3.117
F: -1.249 -1.353 -1.347

* highest occupied orbital energy (alpha / beta): -7.090 / -7.107 eV
* orbital gap (alpha / beta): 4.74 / 4.94 eV
* relative energy (zero: lowest compared OMol25 entry of this formula, charge and spin): 315.1 kJ/mol
* multiplicity: 2

---

Record 7
# CH5N3

One molecule with the formula CH5N3 (ωB97M-V with the def2-TZVPD basis set, the Open Molecules 2025 dataset).

Atoms and positions in Å:
H: 2.007 0.982 0.336
N: 1.809 -0.052 0.141
C: 0.605 -0.391 -0.139
N: -0.463 0.487 -0.342
N: -1.635 -0.050 0.232
H: 0.328 -1.479 -0.418
H: -0.346 1.333 0.325
H: -1.473 -0.715 0.962
H: -2.126 -0.474 -0.589

* highest occupied orbital energy: -9.795 eV
* orbital gap: 10.93 eV
* SMILES: [H]/N=C\NN
* relative energy (zero: lowest compared OMol25 entry of this formula, charge and spin): 237.8 kJ/mol

---

Record 8
# C2HN3O2

A 3-piece molecular cluster, C2HN3O2 overall (ωB97M-V with the def2-TZVPD basis set, the Open Molecules 2025 dataset).

Atoms and positions in Å:
C: 0.676 -0.873 -0.684
C: -1.486 0.166 -0.089
H: -2.465 -0.036 -0.534
N: -0.544 -1.135 -0.340
N: 2.332 0.655 1.915
N: 0.988 0.999 0.393
O: 1.750 -0.943 -1.300
O: -1.251 1.166 0.640

* highest occupied orbital energy: -10.753 eV
* orbital gap: 7.57 eV
* relative energy (zero: lowest compared OMol25 entry of this formula, charge and spin): 1442.8 kJ/mol